Here is a 2-piece molecular cluster, C12H22BN5OP overall in a non-equilibrium geometry from the Open Molecules 2025 dataset. Energies are from ωB97M-V with the def2-TZVPD basis set.

Output
* total charge: +1
* energy: -1185.404300 Eh
* gap between HOMO and LUMO: 8.242 eV
* LUMO level: -0.1077 hartree
* max |F|: 5.3 eV/Å

Last columns: bonded neighbours and bond lengths (Å).
Atoms and positions in Å:
1 C -4.607 -1.987 -1.502  C2 1.572, H13 1.102, H14 1.109, H15 1.104
2 C -3.342 -1.586 -0.660  C1 1.572, B3 1.589, H16 1.114, H17 1.109
3 B -3.335 -2.332 0.743  C2 1.589, O4 1.388, C5 1.622
4 O -4.279 -3.292 1.082  B3 1.388, H18 0.974
5 C -2.215 -1.939 1.848  B3 1.622, C6 1.505, C8 1.592, H19 1.111
6 C -0.794 -2.022 1.358  C5 1.505, N7 1.124
7 N 0.209 -2.262 0.912  C6 1.124
8 C -2.529 -0.510 2.475  C5 1.592, C9 1.504, P11 1.864, H20 1.108
9 C -2.601 -0.607 3.974  C8 1.504, N10 1.119
10 N -2.894 -0.731 5.047  C9 1.119
11 P -1.310 0.825 2.017  C8 1.864, N12 1.597, H21 1.427, H22 1.426
12 N -2.050 2.234 2.144  P11 1.597, H23 1.022
13 H -4.590 -1.573 -2.523  C1 1.102
14 H -4.596 -3.093 -1.568  C1 1.109
15 H -5.539 -1.720 -0.972  C1 1.104
16 H -3.357 -0.493 -0.443  C2 1.114
17 H -2.458 -1.823 -1.286  C2 1.109
18 H -4.596 -3.049 1.970  O4 0.974
19 H -2.313 -2.679 2.672  C5 1.111
20 H -3.508 -0.189 2.068  C8 1.108
21 H -0.881 0.743 0.659  P11 1.427
22 H -0.181 0.894 2.886  P11 1.426
23 H -3.003 2.034 2.455  N12 1.022
24 C 5.858 0.111 -1.517  C25 1.519, H32 1.091, H33 1.089, H34 1.091
25 C 4.834 0.207 -0.399  C24 1.519, N26 1.471, H35 1.091, H36 1.089
26 N 3.571 0.806 -0.858  C25 1.471, C27 1.376, C30 1.332
27 C 2.323 0.232 -0.776  N26 1.376, C28 1.357, H37 1.077
28 C 1.439 1.143 -1.252  C27 1.357, N29 1.376, H38 1.075
29 N 2.165 2.251 -1.622  C28 1.376, C30 1.330, C31 1.464
30 C 3.454 2.026 -1.379  N26 1.332, N29 1.330, H39 1.078
31 C 1.632 3.493 -2.184  N29 1.464, H40 1.089, H41 1.088, H42 1.086
32 H 6.084 1.094 -1.933  C24 1.091
33 H 6.786 -0.317 -1.142  C24 1.089
34 H 5.488 -0.516 -2.329  C24 1.091
35 H 5.213 0.825 0.416  C25 1.091
36 H 4.623 -0.782 0.004  C25 1.089
37 H 2.214 -0.762 -0.375  C27 1.077
38 H 0.370 1.145 -1.371  C28 1.075
39 H 4.260 2.716 -1.568  C30 1.078
40 H 2.054 3.646 -3.176  C31 1.089
41 H 1.906 4.323 -1.536  C31 1.088
42 H 0.549 3.432 -2.255  C31 1.086